A 2-piece molecular cluster, C5H9NO overall, computed with ωB97M-V/def2-TZVPD.

Geometry (Å):
C1 1.517 0.772 0.079
C2 0.174 0.051 0.216
C3 0.202 -1.182 1.087
C4 -1.096 0.970 0.145
N1 -1.385 0.381 -1.186
C5 -0.404 -0.513 -1.093
O1 -0.192 -1.598 -1.645
H1 2.316 0.046 -0.105
H2 1.765 1.316 0.999
H3 1.505 1.485 -0.756
H4 1.053 -1.259 1.772
H5 0.388 -2.091 -0.532
H6 -0.745 -1.345 1.649
H7 -1.858 0.696 0.880
H8 -0.953 2.055 0.109
H9 -2.286 0.217 -1.619

LUMO energy, eV: 0.7391
HOMO, eV: -7.7
Net charge: 0
Electronic energy, eV: -8864.974
Energy relative to the best compared isomer or geometry (same formula, charge and spin), kcal per mole: 97.75
Max |F|, eV/Å: 2.086

These are the Mulliken partial charges, in e, on atoms 1 to 2: -1.690 1.639